No. 1
A molecular structure, C3H12FInO3 in a non-equilibrium geometry. Source: the OMol25 dataset; level of theory: ωB97M-V/def2-TZVPD.

Last column: Mulliken charge in e.
CARTESIAN COORDINATES (ANGSTROEM)
In1 0.181 3.077 -3.452  0.97
F1 -0.069 1.144 -1.236  -0.88
C1 -1.625 -2.093 -0.693  -0.42
O1 -1.324 -1.216 -1.785  -0.22
H1 -2.679 -1.970 -0.443  0.33
H2 -1.210 -3.100 -0.724  0.32
H3 -1.232 -1.634 0.214  0.20
H4 -0.874 -0.417 -1.502  0.40
C2 2.771 -0.864 -0.064  -0.62
O2 1.620 -0.383 0.534  -0.39
H5 2.497 -1.108 -1.090  0.30
H6 3.689 -0.295 0.080  0.24
H7 2.909 -1.823 0.435  0.24
H8 1.175 0.197 -0.088  0.31
C3 -0.814 1.808 1.929  -0.51
O3 -1.838 1.741 0.926  -0.42
H9 -0.412 0.817 2.142  0.23
H10 -0.072 2.600 1.823  0.27
H11 -1.269 2.070 2.884  0.30
H12 -1.426 1.449 0.109  0.35

Kohn-Sham gap (spin up / spin down) = 0.3211 / 0.1287 hartree
net charge = +1
E_LUMO (spin up / spin down) = -4.6255 / -9.1619 eV
multiplicity = 2
HOMO (spin up / spin down) = -13.36 / -12.66 eV

***

No. 2
A molecular structure, C4H5F3N3NaO11. Source: the OMol25 dataset; level of theory: ωB97M-V/def2-TZVPD.

Last column: Mulliken charge in e.
CARTESIAN COORDINATES (ANGSTROEM)
Na1 -0.531 1.435 -0.363  0.88
N1 -2.076 3.489 1.398  1.07
O1 -3.142 3.917 1.837  -0.65
O2 -1.209 2.976 2.158  -0.68
O3 -1.819 3.550 0.160  -0.67
N2 0.501 0.532 -3.798  0.80
O4 -0.439 0.662 -4.582  -0.60
O5 0.302 0.573 -2.544  -0.54
O6 1.666 0.342 -4.217  -0.66
N3 -3.737 0.639 -1.390  0.98
O7 -3.820 0.316 -2.584  -0.64
O8 -2.845 0.107 -0.662  -0.66
O9 -4.552 1.427 -0.891  -0.62
C1 1.415 -2.034 -0.849  -0.90
C2 2.548 -1.663 0.075  -0.16
O10 2.168 -1.727 1.470  -0.30
C3 1.356 -0.793 1.924  0.37
O11 0.910 0.138 1.325  -0.46
C4 0.984 -1.031 3.408  0.83
F1 1.405 0.035 4.118  -0.26
F2 -0.313 -1.174 3.583  -0.22
F3 1.617 -2.111 3.906  -0.26
H1 0.978 -2.989 -0.541  0.32
H2 1.716 -2.153 -1.889  0.37
H3 0.600 -1.320 -0.872  0.14
H4 3.002 -0.710 -0.192  0.30
H5 3.316 -2.433 0.011  0.25

energy relative to the best compared isomer or geometry (same formula, charge and spin) = 1.6 kcal per mole
Kohn-Sham gap = 0.2199 hartree
net charge = -2
E_LUMO = 4.0551 eV
HOMO = -1.93 eV

***

No. 3
A molecular structure, C40H54F5N2O2SeSr. Source: the OMol25 dataset; level of theory: ωB97M-V/def2-TZVPD.

Last column: Mulliken charge in e.
CARTESIAN COORDINATES (ANGSTROEM)
Sr1 -0.968 -1.473 0.713  1.61
C1 -2.336 -4.120 2.689  -1.16
N1 -2.907 -2.982 1.981  1.00
C2 -4.032 -3.381 1.145  -1.18
C3 -3.306 -1.967 2.960  -1.29
C4 -3.595 -0.582 2.390  -0.99
N2 -2.407 0.164 1.996  1.10
C5 -1.572 0.590 3.136  -1.82
C6 -0.082 0.614 2.888  1.52
C7 0.568 1.817 2.697  -0.38
C8 1.949 1.885 2.533  -0.92
C9 2.650 0.696 2.672  0.01
C10 2.061 -0.554 2.853  -0.25
C11 0.647 -0.618 2.905  0.02
O1 -0.039 -1.729 2.911  -0.83
C12 3.010 -1.759 2.926  2.25
C13 2.332 -3.131 2.932  -1.87
C14 3.967 -1.747 1.719  -1.75
C15 3.836 -1.646 4.218  -1.91
C16 2.630 3.208 2.193  2.53
C17 2.680 4.107 3.437  -1.89
C18 4.058 2.991 1.681  -2.19
C19 1.842 3.919 1.083  -1.97
C20 -2.709 1.247 1.038  -2.18
C21 -2.291 1.124 -0.421  2.64
C22 -1.749 2.264 -1.000  -0.38
C23 -1.432 2.331 -2.347  -0.76
C24 -1.704 1.199 -3.109  -0.58
C25 -2.224 0.018 -2.600  0.40
C26 -2.516 -0.042 -1.208  -1.07
O2 -2.919 -1.132 -0.615  -1.02
C27 -2.411 -1.142 -3.591  2.38
C28 -2.941 -2.450 -2.995  -1.97
C29 -3.409 -0.707 -4.679  -1.88
C30 -1.060 -1.471 -4.251  -1.55
C31 -0.741 3.529 -2.989  2.47
C32 -0.618 4.711 -2.024  -1.99
C33 -1.533 4.002 -4.217  -1.98
C34 0.671 3.114 -3.420  -1.49
H1 -3.052 -4.565 3.399  0.33
H2 -1.447 -3.795 3.231  0.24
H3 -2.050 -4.892 1.972  0.25
H4 -4.895 -3.699 1.752  0.28
H5 -3.732 -4.219 0.514  0.35
H6 -4.313 -2.560 0.489  0.21
H7 -2.498 -1.903 3.689  0.55
H8 -4.211 -2.313 3.492  0.44
H9 -4.171 -0.009 3.138  0.30
H10 -4.218 -0.680 1.502  0.45
H11 -1.752 -0.107 3.955  0.59
H12 -1.912 1.583 3.466  0.53
H13 -0.032 2.722 2.664  0.33
H14 3.727 0.732 2.585  0.31
H15 1.792 -3.316 2.003  0.14
H16 1.623 -3.233 3.750  0.31
H17 3.109 -3.896 3.029  0.51
H18 3.399 -1.717 0.788  0.21
H19 4.588 -2.647 1.726  0.52
H20 4.635 -0.886 1.724  0.33
H21 3.184 -1.700 5.092  0.40
H22 4.379 -0.701 4.261  0.26
H23 4.563 -2.461 4.279  0.46
H24 3.277 3.641 4.222  0.36
H25 1.676 4.273 3.833  0.33
H26 3.119 5.080 3.199  0.46
H27 4.717 2.613 2.466  0.43
H28 4.475 3.938 1.332  0.44
H29 4.068 2.284 0.850  0.35
H30 0.872 4.272 1.436  0.37
H31 1.673 3.241 0.242  0.23
H32 2.397 4.788 0.720  0.53
H33 -2.230 2.153 1.420  0.17
H34 -3.793 1.427 1.080  0.52
H35 -1.567 3.117 -0.355  0.29
H36 -1.456 1.232 -4.164  0.24
H37 -3.900 -2.312 -2.501  0.31
H38 -2.251 -2.869 -2.263  0.20
H39 -3.058 -3.174 -3.808  0.50
H40 -4.383 -0.494 -4.235  0.41
H41 -3.535 -1.503 -5.419  0.47
H42 -3.075 0.190 -5.200  0.28
H43 -0.347 -1.824 -3.502  0.12
H44 -0.615 -0.606 -4.740  0.25
H45 -1.189 -2.256 -5.001  0.53
H46 -1.597 5.044 -1.672  0.36
H47 -0.137 5.551 -2.531  0.50
H48 -0.008 4.456 -1.156  0.15
H49 -2.567 4.225 -3.950  0.40
H50 -1.544 3.245 -5.002  0.32
H51 -1.081 4.905 -4.635  0.48
H52 1.247 2.756 -2.566  0.15
H53 1.195 3.957 -3.881  0.52
H54 0.634 2.298 -4.144  0.24
F1 3.636 -4.636 -4.044  -0.34
C35 3.127 -3.620 -3.329  0.72
C36 2.146 -3.850 -2.378  0.06
F2 1.698 -5.096 -2.167  -0.34
C37 1.636 -2.791 -1.658  -0.25
F3 0.672 -3.126 -0.763  -0.29
C38 2.032 -1.462 -1.813  -0.08
Se1 1.337 0.038 -0.866  0.02
C39 3.025 -1.287 -2.785  0.19
F4 3.487 -0.055 -3.029  -0.35
C40 3.563 -2.323 -3.527  0.13
F5 4.510 -2.079 -4.445  -0.33

energy relative to the best compared isomer or geometry (same formula, charge and spin) = 0.0 kcal per mole
Kohn-Sham gap = 0.2467 hartree
net charge = -1
E_LUMO = 2.3623 eV
HOMO = -4.35 eV

***

No. 4
A molecular structure, C10H14AsNO5Rh in a non-equilibrium geometry. Source: the OMol25 dataset; level of theory: ωB97M-V/def2-TZVPD.

Last column: Mulliken charge in e.
CARTESIAN COORDINATES (ANGSTROEM)
Rh1 -1.054 -0.070 -0.575  0.97
O1 -4.503 -0.218 0.819  -0.46
C1 -3.216 -0.246 0.409  -0.15
O2 -2.842 0.407 -0.580  -0.70
C2 -2.374 -1.151 1.308  0.83
C3 -2.511 -1.947 2.403  -0.46
C4 -1.322 -2.605 2.857  -0.32
C5 -0.053 -2.446 2.206  -0.48
C6 -0.013 -1.628 1.115  0.41
N1 -1.174 -1.100 0.824  -0.67
C7 1.102 -1.168 0.121  0.20
O3 2.267 -1.641 0.340  -0.35
O4 0.774 -0.345 -0.848  -0.46
H1 -4.894 0.389 0.156  0.35
H2 -3.460 -2.074 2.901  0.53
H3 -1.378 -3.253 3.729  0.42
H4 0.842 -2.946 2.553  0.50
C8 0.938 2.859 -0.298  -1.02
As1 1.524 1.342 -1.404  0.74
C9 2.410 1.876 -3.077  -0.99
C10 2.495 -0.042 -0.400  -1.26
O5 0.131 0.611 -1.883  -0.50
H5 1.827 3.412 0.069  0.40
H6 0.353 2.483 0.566  0.33
H7 0.306 3.538 -0.907  0.36
H8 3.368 2.382 -2.840  0.38
H9 1.752 2.572 -3.637  0.37
H10 2.609 0.976 -3.693  0.36
H11 3.457 0.373 -0.037  0.51
H12 2.692 -0.909 -1.063  0.46
H13 1.883 -0.368 0.466  0.29
H14 -1.933 0.939 -1.598  0.37

energy relative to the best compared isomer or geometry (same formula, charge and spin) = 371.8 kcal per mole
Kohn-Sham gap (spin up / spin down) = 0.1799 / 0.2436 hartree
net charge = +1
E_LUMO (spin up / spin down) = -4.0437 / -5.3613 eV
multiplicity = 5
HOMO (spin up / spin down) = -8.94 / -11.99 eV

***

No. 5
A molecular structure, C32H24IrN3O3PS in a non-equilibrium geometry. Source: the OMol25 dataset; level of theory: ωB97M-V/def2-TZVPD.

Last column: Mulliken charge in e.
CARTESIAN COORDINATES (ANGSTROEM)
Ir1 -0.205 0.209 1.014  1.34
N1 -1.249 1.872 1.463  -0.49
C1 -2.274 2.337 0.539  -0.20
C2 -3.060 3.429 0.930  -0.60
C3 -4.028 3.919 0.062  -0.66
C4 -4.115 3.397 -1.263  -0.94
C5 -3.405 2.241 -1.577  -0.23
C6 -2.501 1.645 -0.674  0.41
P1 -1.709 0.005 -0.672  1.36
C7 -1.351 -0.348 -2.382  0.73
C8 -1.085 -1.689 -2.767  -0.80
C9 -0.657 -1.922 -4.074  -0.64
C10 -0.475 -0.897 -4.971  -0.58
C11 -0.821 0.407 -4.603  -0.80
C12 -1.271 0.713 -3.324  -0.80
C13 -3.014 -1.181 -0.215  0.74
C14 -3.993 -1.523 -1.122  -0.13
C15 -5.097 -2.349 -0.701  -0.83
C16 -5.154 -2.745 0.643  -0.49
C17 -4.134 -2.390 1.544  -0.90
C18 -3.070 -1.593 1.139  -0.33
H1 -1.622 1.709 2.379  0.46
H2 -0.585 2.633 1.610  0.48
H3 -2.888 3.807 1.951  0.46
H4 -4.716 4.714 0.437  0.38
H5 -4.714 3.852 -2.018  0.48
H6 -3.624 1.665 -2.514  0.46
H7 -1.355 -2.505 -2.105  0.51
H8 -0.372 -2.955 -4.376  0.38
H9 -0.153 -1.118 -5.995  0.42
H10 -0.768 1.179 -5.295  0.51
H11 -1.624 1.716 -3.058  0.53
H12 -4.066 -1.142 -2.175  0.27
H13 -5.837 -2.731 -1.398  0.43
H14 -5.977 -3.381 0.993  0.39
H15 -4.175 -2.829 2.574  0.37
H16 -2.310 -1.347 1.840  0.32
O1 4.005 -4.015 2.587  -0.55
S1 3.459 -3.897 1.255  1.18
O2 3.772 -4.910 0.262  -0.58
N2 1.827 -3.584 1.244  -0.53
C19 1.575 -2.307 0.876  0.05
O3 0.384 -1.768 0.987  -0.67
C20 2.783 -1.554 0.564  0.36
C21 2.735 -0.148 0.247  0.14
C22 4.132 0.550 0.353  -0.57
C23 5.263 -0.329 0.774  -0.60
C24 5.187 -1.720 0.654  -1.00
C25 3.915 -2.336 0.690  0.49
H17 2.343 0.002 -0.767  0.53
H18 4.308 1.008 -0.640  0.59
H19 6.217 0.198 0.962  0.52
H20 6.058 -2.349 0.670  0.52
N3 5.770 3.509 3.635  -0.42
C26 5.007 2.785 3.124  -0.21
C27 4.055 1.872 2.555  0.02
C28 3.803 1.974 1.122  0.38
C29 2.335 2.011 0.938  -1.80
C30 1.811 0.683 1.285  1.03
C31 2.117 0.404 2.714  -0.58
C32 3.243 1.007 3.256  -0.62
H21 4.406 2.698 0.599  0.89
H22 1.827 2.931 0.601  0.45
H23 1.577 -0.326 3.315  0.49
H24 3.540 0.805 4.300  0.48

energy relative to the best compared isomer or geometry (same formula, charge and spin) = 25.2 kcal per mole
Kohn-Sham gap (spin up / spin down) = 0.2202 / 0.1895 hartree
net charge = +2
E_LUMO (spin up / spin down) = -7.6761 / -9.5320 eV
multiplicity = 6
HOMO (spin up / spin down) = -13.67 / -14.69 eV